Molecular formula: C44H122N6O14
Method: DFT, wB97M-V/def2-TZVPD

E (a.u.): -3131.3317
F_max (eV/A): 2.473
HOMO energy (eV): -8.4
Energy relative to the best compared isomer or geometry (same formula, charge and spin) (eV): 0.000

Last column: Mulliken charge in e.
CARTESIAN COORDINATES (ANGSTROEM)
C -1.586 -3.271 2.793  -1.0677
C -1.562 -3.190 4.289  0.5414
C -0.107 -3.079 4.806  -0.5503
O 0.656 -4.198 4.432  -0.3291
C 1.902 -4.303 5.045  -0.7715
N -2.239 -1.956 4.664  -0.3021
H -1.387 -4.274 2.423  0.4041
H -0.845 -2.633 2.389  -0.5223
H -2.552 -3.008 2.348  0.5508
H -2.001 -4.078 4.823  0.3691
H -0.097 -2.990 5.895  0.6184
H 0.322 -2.098 4.490  -0.0020
H 1.880 -4.037 6.089  0.4548
H 2.586 -3.623 4.562  0.2049
H 2.178 -5.342 4.906  0.2362
H -3.181 -1.825 4.298  -0.1042
H -2.381 -1.918 5.668  0.3056
C 6.714 3.207 -1.897  -1.5154
C 5.875 2.126 -2.530  0.5341
C 4.383 2.256 -2.262  0.5925
O 3.696 1.223 -2.906  -0.5077
C 2.321 1.196 -2.591  -0.0081
N 6.112 2.092 -4.004  -0.8757
H 6.438 4.239 -2.083  0.2645
H 7.736 3.113 -2.267  0.3912
H 6.751 3.048 -0.807  0.3199
H 6.105 1.151 -2.138  0.2270
H 4.041 3.244 -2.592  -0.0490
H 4.182 2.181 -1.173  -0.2280
H 1.789 2.044 -3.042  0.2976
H 2.090 1.315 -1.505  -0.4124
H 1.914 0.247 -2.983  0.2071
H 5.621 2.951 -4.330  0.2999
H 5.573 1.376 -4.476  0.3341
C 3.413 -0.962 3.409  -0.8632
C 3.398 0.588 3.308  0.0716
C 4.163 1.046 2.061  -0.0713
O 5.349 0.270 1.927  -0.4569
C 6.114 0.569 0.760  -0.3762
N 2.037 1.071 3.178  -0.0279
H 3.355 -1.384 2.376  0.0921
H 2.577 -1.405 3.955  0.0196
H 4.261 -1.404 3.868  0.5310
H 3.851 1.093 4.179  0.4906
H 4.444 2.119 2.104  0.5180
H 3.534 0.814 1.170  -0.3494
H 7.076 0.087 0.943  0.3571
H 6.285 1.605 0.653  0.2827
H 5.677 0.201 -0.185  -0.1340
H 1.502 0.509 2.524  -0.3682
H 1.494 0.954 4.062  0.1517
C -3.104 5.037 -0.529  -1.3271
C -4.136 4.227 0.232  0.4236
C -4.607 3.074 -0.696  -0.2374
O -5.736 2.366 -0.093  -0.3701
C -6.224 1.327 -0.895  -0.4189
N -3.577 3.793 1.510  -0.5309
H -3.545 5.535 -1.401  0.5201
H -2.358 4.385 -0.999  -0.0599
H -2.573 5.745 0.108  0.3268
H -4.949 4.931 0.456  0.3549
H -3.770 2.430 -0.882  -0.0756
H -5.042 3.383 -1.650  0.5923
H -6.290 1.652 -1.992  0.2743
H -7.218 0.981 -0.549  0.3166
H -5.550 0.425 -0.920  -0.0514
H -4.198 3.223 2.043  0.2679
H -2.647 3.336 1.445  -0.1008
C -1.082 1.340 -1.159  0.1168
C -1.484 0.599 0.058  0.9890
C -0.663 -0.666 0.183  0.0926
O 0.704 -0.356 0.449  1.1455
C 1.542 -1.492 0.331  -0.2279
N -1.381 1.566 1.208  1.8652
H -1.404 0.856 -2.075  0.6754
H 0.025 1.413 -1.088  -0.9302
H -1.534 2.359 -1.075  -0.7952
H -2.559 0.269 0.033  -0.3253
H -0.815 -1.296 -0.673  -0.1552
H -1.091 -1.208 1.027  -0.4457
H 1.507 -2.083 1.258  -0.0945
H 2.604 -1.247 0.090  0.0328
H 1.250 -2.116 -0.525  -0.3369
H -1.436 1.055 2.091  -0.7501
H -0.436 1.964 1.204  -0.5664
C -0.499 -5.105 -5.385  -1.6406
C -0.889 -4.077 -4.343  0.8719
C 0.283 -3.292 -3.727  -0.5031
O 1.122 -4.227 -3.127  -0.2737
C 0.691 -4.539 -1.811  0.3713
N -1.815 -3.165 -4.903  -0.6980
H -1.386 -5.633 -5.749  0.3688
H 0.303 -5.754 -5.046  0.3060
H -0.056 -4.558 -6.228  0.3465
H -1.437 -4.621 -3.528  0.1870
H -0.095 -2.517 -3.020  -0.0379
H 0.792 -2.792 -4.536  0.5131
H -0.190 -5.190 -1.711  0.4503
H 0.397 -3.632 -1.262  -0.0118
H 1.503 -5.024 -1.276  -0.7013
H -1.262 -2.506 -5.428  0.3299
H -2.249 -2.658 -4.125  0.1251
C 2.584 -6.832 0.585  -1.1697
C 2.020 -6.241 1.886  -0.2600
O 1.212 -5.143 1.522  -0.1385
H 3.226 -7.629 0.903  0.4843
H 3.116 -6.035 0.071  -0.0429
H 1.795 -7.169 -0.040  0.3456
H 2.856 -5.972 2.504  0.3201
H 1.462 -6.924 2.504  0.4137
H 0.962 -4.703 2.347  0.1150
C 2.804 5.803 -2.455  -1.3181
C 1.900 5.290 -1.259  0.0931
O 1.880 3.896 -1.207  0.2547
H 3.886 5.654 -2.249  0.1877
H 2.657 6.913 -2.527  0.3975
H 2.532 5.328 -3.387  0.3182
H 0.870 5.657 -1.417  0.1579
H 2.286 5.725 -0.298  0.1571
H 1.574 3.634 -0.311  -0.0430
C -2.340 1.306 6.048  -1.3514
C -1.595 1.565 4.738  0.4102
O -0.774 0.500 4.253  -0.1401
H -2.802 0.330 6.139  0.1107
H -3.189 2.001 6.078  0.4369
H -1.717 1.442 6.939  0.3318
H -0.888 2.384 4.850  0.2701
H -2.306 1.910 3.983  -0.1888
H -1.286 -0.335 4.253  0.0950
C 0.478 5.716 1.950  -1.1522
C 0.364 4.334 2.549  0.0866
O 0.974 3.400 1.643  -0.2788
H -0.104 6.403 2.649  0.3728
H 0.113 5.715 0.922  0.0689
H 1.542 6.063 1.957  0.2993
H -0.692 4.061 2.659  -0.0059
H 0.784 4.303 3.574  0.4022
H 1.610 2.817 2.151  0.0204
C -6.896 0.658 3.802  -1.5410
C -5.865 -0.437 3.510  0.4219
C -5.023 -0.104 2.321  0.4598
O -4.901 -0.607 4.580  -0.4800
H -6.362 1.606 3.822  0.3860
H -7.473 0.526 4.718  0.4475
H -7.633 0.683 3.007  0.3852
H -6.397 -1.374 3.318  0.2108
H -5.597 -0.013 1.437  0.1923
H -4.270 -0.887 2.254  -0.5788
H -4.506 0.835 2.532  -0.2333
H -5.245 -0.155 5.355  0.2636
C -0.421 4.726 -6.355  -1.1858
C -1.640 4.297 -5.538  0.2875
C -1.192 3.596 -4.266  -0.6184
O -2.502 5.402 -5.220  -0.5671
H -0.634 4.688 -7.404  0.3135
H 0.379 3.990 -6.155  0.2837
H -0.125 5.690 -6.058  0.3266
H -2.259 3.605 -6.113  0.3289
H -0.556 2.711 -4.467  0.3426
H -2.080 3.265 -3.711  0.1820
H -0.697 4.284 -3.596  -0.0095
H -2.124 6.043 -4.641  0.3184
C -3.357 -2.796 -0.526  -0.3228
C -4.159 -2.535 -1.816  0.3482
C -5.686 -2.576 -1.582  -1.5836
O -3.727 -1.184 -2.132  -0.3534
H -2.330 -3.007 -0.679  -0.3197
H -3.810 -3.651 -0.034  0.7207
H -3.576 -1.932 0.095  -0.1700
H -3.872 -3.169 -2.647  0.3587
H -6.288 -2.362 -2.453  0.4326
H -5.951 -1.963 -0.759  0.3078
H -5.960 -3.603 -1.254  0.4117
H -4.282 -0.846 -2.830  0.2120
C 4.335 -2.229 -2.590  -1.1970
C 4.391 -3.532 -1.845  2.1731
C 4.546 -4.803 -2.683  -1.5049
O 5.399 -3.445 -0.880  -0.6111
H 3.517 -2.151 -3.290  0.2039
H 5.260 -2.144 -3.212  0.4349
H 4.347 -1.334 -1.968  -0.0331
H 3.464 -3.620 -1.244  -0.7839
H 4.067 -5.674 -2.173  0.2681
H 5.566 -5.083 -2.994  0.4300
H 4.016 -4.743 -3.634  0.2626
H 5.427 -4.291 -0.451  0.3456